Molecular formula: C48H48N4O2SbW
Method: DFT, the ωB97M-V functional and the def2-TZVPD basis

Output
* expectation value of S²: 2.017
* 2S+1: 3
* highest occupied orbital energy (spin up / spin down): -15.3 / -15.6 eV
* charge: +3
* relative energy (zero: lowest compared OMol25 entry of this formula, charge and spin): 1.648 eV
* orbital gap (spin up / spin down): 0.250 / 0.228 hartree

```
104
Properties=species:S:1:pos:R:3:lowdin_charge:R:1
W -0.03 -0.21 0.05 1.596
C 3.12 0.36 -0.92 -0.112
C 2.63 -0.51 -2.07 -0.101
C 1.33 -0.12 -2.73 -0.219
C 1.29 0.20 -4.07 0.035
C 0.08 0.46 -4.70 0.021
C -1.08 0.39 -3.94 -0.010
C -0.99 0.10 -2.61 -0.145
N 0.19 -0.17 -1.98 -0.110
N 2.25 0.41 0.30 -0.227
C 2.36 1.80 0.84 -0.099
C 1.57 2.72 -0.04 -0.248
C 1.91 4.04 -0.25 0.030
C 1.10 4.81 -1.07 0.009
C -0.02 4.21 -1.64 -0.003
C -0.28 2.88 -1.36 -0.097
N 0.50 2.13 -0.58 0.039
C 2.73 -0.47 1.39 -0.150
C 1.71 -0.45 2.50 -0.254
C 2.05 -0.56 3.83 0.032
C 1.07 -0.41 4.80 0.023
C -0.22 -0.11 4.40 -0.009
C -0.50 -0.04 3.05 -0.082
N 0.43 -0.21 2.08 -0.073
H 3.25 1.37 -1.29 0.135
H 4.11 -0.01 -0.62 0.141
H 2.59 -1.55 -1.78 0.056
H 3.41 -0.45 -2.83 0.142
H 2.21 0.23 -4.64 0.137
H 0.04 0.68 -5.76 0.137
H -2.05 0.56 -4.39 0.133
H -1.89 0.01 -2.01 0.113
H 3.41 2.10 0.89 0.155
H 1.95 1.84 1.85 0.142
H 2.78 4.47 0.23 0.138
H 1.33 5.85 -1.27 0.135
H -0.68 4.76 -2.29 0.129
H -1.15 2.40 -1.78 0.107
H 3.69 -0.11 1.78 0.154
H 2.90 -1.47 1.01 0.047
H 3.08 -0.76 4.10 0.142
H 1.32 -0.49 5.85 0.137
H -1.01 0.06 5.12 0.134
H -1.51 0.16 2.72 0.121
C -3.36 2.39 0.64 0.039
C -2.75 1.06 0.42 -0.288
O -1.47 1.00 0.45 -0.208
C -3.50 -0.12 0.23 -0.101
C -4.91 -0.11 0.17 0.021
C -5.62 -1.28 0.07 -0.026
C -4.94 -2.51 0.05 0.019
C -3.56 -2.56 0.10 0.027
C -2.83 -1.38 0.15 -0.267
O -1.50 -1.42 0.13 -0.374
H -2.58 3.12 0.85 0.101
H -4.05 2.37 1.48 0.118
H -3.93 2.72 -0.24 0.119
H -5.43 0.83 0.22 0.129
H -6.70 -1.26 0.01 0.128
H -5.50 -3.43 -0.01 0.134
H -3.02 -3.50 0.08 0.121
C 4.44 -3.23 0.56 -0.061
C 3.93 -3.71 -0.77 -0.307
C 4.88 -4.20 -1.67 -0.024
C 4.54 -4.62 -2.94 -0.037
C 3.22 -4.57 -3.35 -0.050
C 2.25 -4.10 -2.48 -0.122
C 2.59 -3.69 -1.18 -0.314
Sb 0.87 -2.96 -0.03 1.658
C 1.09 -4.13 1.79 -0.310
C 2.16 -5.03 1.82 -0.153
C 2.40 -5.80 2.94 -0.043
C 1.58 -5.67 4.05 -0.036
C 0.50 -4.82 4.01 -0.030
C 0.21 -4.05 2.87 -0.313
C -1.10 -3.32 2.84 -0.044
C -0.61 -4.06 -1.17 -0.312
C -1.20 -3.35 -2.21 -0.173
C -2.14 -3.92 -3.05 -0.066
C -2.50 -5.25 -2.85 -0.043
C -1.90 -5.97 -1.84 -0.018
C -0.94 -5.41 -0.98 -0.270
C -0.32 -6.29 0.07 -0.024
H 5.12 -3.97 0.99 0.107
H 3.65 -3.07 1.29 0.035
H 5.03 -2.31 0.43 0.091
H 5.92 -4.24 -1.35 0.129
H 5.30 -5.01 -3.61 0.122
H 2.93 -4.89 -4.35 0.119
H 1.22 -4.08 -2.81 0.085
H 2.79 -5.14 0.94 0.088
H 3.23 -6.50 2.94 0.122
H 1.78 -6.26 4.94 0.122
H -0.17 -4.76 4.86 0.126
H -1.29 -2.81 3.78 0.084
H -1.90 -4.05 2.71 0.104
H -1.17 -2.61 2.02 0.021
H -0.91 -2.33 -2.39 0.057
H -2.58 -3.34 -3.85 0.112
H -3.22 -5.72 -3.50 0.121
H -2.16 -7.01 -1.70 0.125
H -0.70 -7.31 -0.03 0.094
H -0.56 -5.94 1.07 0.078
H 0.76 -6.31 -0.04 0.083
```

Molecular formula: C2H3O3Si
Method: DFT, the ωB97M-V functional and the def2-TZVPD basis

Output
* 2S+1: 1
* highest occupied orbital energy: -4.3 eV
* charge: -1
* relative energy (zero: lowest compared OMol25 entry of this formula, charge and spin): 0.000 eV
* orbital gap: 0.306 hartree

```
9
Properties=species:S:1:pos:R:3:nbo_charge:R:1
C 1.45 0.45 -0.03 0.659
C 0.63 -0.91 0.08 0.184
O 2.65 0.56 0.11 -0.686
O 0.57 1.24 -0.38 -0.726
O 0.94 -2.10 0.14 -0.549
Si -1.10 -0.03 -0.04 0.768
H -1.45 1.07 0.90 -0.209
H -2.27 -0.70 0.55 -0.251
H -1.43 0.42 -1.33 -0.191
```

Molecular formula: C4H4N2O2
Method: DFT, the ωB97M-V functional and the def2-TZVPD basis

Output
* 2S+1: 1
* highest occupied orbital energy: -9.9 eV
* charge: 0
* relative energy (zero: lowest compared OMol25 entry of this formula, charge and spin): 6.556 eV
* orbital gap: 0.373 hartree

```
12
Properties=species:S:1:pos:R:3:nbo_charge:R:1
C 1.63 -0.15 0.02 0.790
C 0.09 0.87 -0.23 0.054
C -1.42 0.81 -0.06 0.011
C 0.35 -0.51 0.49 -0.218
H 0.02 0.69 -1.36 0.172
H -1.73 1.76 -0.06 0.212
H -0.77 -2.03 0.19 0.368
H 0.35 -0.60 1.63 0.230
N -1.83 -0.39 -0.16 -0.198
N -0.68 -1.15 -0.22 -0.443
O 2.69 -0.64 -0.34 -0.474
O 1.31 1.34 0.13 -0.504
```

Molecular formula: C31H37F2O3PSTl
Method: DFT, the ωB97M-V functional and the def2-TZVPD basis

Output
* 2S+1: 1
* highest occupied orbital energy: -2.6 eV
* charge: -1
* relative energy (zero: lowest compared OMol25 entry of this formula, charge and spin): 0.000 eV
* orbital gap: 0.191 hartree

```
76
Properties=species:S:1:pos:R:3:lowdin_charge:R:1
Tl -0.04 0.62 1.07 0.784
C 3.68 1.08 1.29 -0.101
O 2.47 1.75 1.64 -0.311
C 2.70 2.93 2.40 -0.196
C 1.45 3.21 3.24 -0.179
O 0.26 3.17 2.45 -0.243
C -0.27 4.43 1.99 -0.166
C -0.39 4.47 0.49 -0.231
O -1.17 3.37 0.07 -0.291
C -1.38 3.46 -1.35 -0.078
H 4.13 0.57 2.19 0.100
H 4.40 1.81 0.86 0.097
H 3.39 0.35 0.55 0.069
H 2.90 3.79 1.73 0.126
H 3.57 2.83 3.07 0.127
H 1.52 4.19 3.73 0.120
H 1.35 2.42 3.99 0.131
H 0.38 5.26 2.33 0.120
H -1.25 4.57 2.51 0.141
H 0.61 4.39 -0.01 0.132
H -0.85 5.46 0.20 0.131
H -1.57 4.51 -1.61 0.079
H -2.24 2.82 -1.60 0.087
H -0.50 3.10 -1.91 0.083
C 1.12 -6.51 0.06 -0.110
C -0.07 -6.07 -0.47 -0.103
C -0.34 -4.70 -0.62 -0.086
C 0.64 -3.73 -0.26 -0.354
C 1.83 -4.20 0.31 -0.088
C 2.08 -5.56 0.44 -0.093
P 0.41 -1.97 -0.54 1.012
C -1.38 -1.82 -0.70 -0.418
C -1.96 -1.09 -1.75 -0.080
C -3.35 -0.99 -1.85 -0.095
C -4.20 -1.55 -0.89 -0.116
C -3.63 -2.17 0.23 -0.093
C -2.22 -2.31 0.32 -0.103
C 1.06 -1.61 -2.16 -0.328
C 1.08 -2.55 -3.19 -0.079
C 1.59 -2.17 -4.45 -0.100
C 2.11 -0.91 -4.68 -0.050
C 2.09 0.06 -3.64 -0.202
C 2.53 1.37 -3.85 -0.080
C 2.51 2.28 -2.81 -0.101
C 2.06 1.88 -1.54 -0.184
C 1.59 0.62 -1.29 -0.177
C 1.59 -0.29 -2.37 -0.232
H 1.34 -7.57 0.19 0.095
H -0.87 -6.78 -0.71 0.097
H -1.26 -4.35 -1.08 0.097
H 2.50 -3.47 0.70 0.098
H 3.05 -5.85 0.86 0.100
H -1.35 -0.70 -2.56 0.108
H -3.77 -0.43 -2.68 0.096
H -5.27 -1.51 -0.98 0.087
H -4.25 -2.57 1.02 0.094
H -1.84 -2.86 1.17 0.109
H 0.68 -3.53 -3.02 0.091
H 1.57 -2.89 -5.27 0.093
H 2.51 -0.67 -5.65 0.099
H 2.85 1.71 -4.84 0.099
H 2.83 3.30 -2.98 0.085
H 2.11 2.57 -0.74 0.053
C -3.52 0.28 3.28 -0.427
S -4.38 1.77 2.75 0.698
C -4.16 1.86 0.98 -0.444
H -3.90 -0.62 2.75 0.025
H -3.79 0.14 4.34 0.028
H -2.43 0.40 3.16 0.009
H -4.76 1.09 0.49 0.019
H -3.08 1.81 0.76 0.001
H -4.52 2.85 0.68 0.030
F 0.52 -2.25 2.91 -0.179
C 0.68 -0.85 3.18 -0.416
F 2.02 -0.76 3.54 -0.147
H 0.16 -0.71 4.16 0.032
```

Molecular formula: C5H7N2
Method: DFT, the ωB97M-V functional and the def2-TZVPD basis

Output
* 2S+1: 1
* highest occupied orbital energy: -15.1 eV
* charge: +1
* relative energy (zero: lowest compared OMol25 entry of this formula, charge and spin): 6.267 eV
* orbital gap: 0.292 hartree

```
14
Properties=species:S:1:pos:R:3:nbo_charge:R:1
C -1.77 1.45 -0.26 -0.042
C -2.39 -0.66 0.33 0.235
C -0.41 1.23 -0.20 0.424
C 0.80 1.01 0.13 -0.213
C 1.79 -0.03 -0.11 -0.619
N -2.66 0.65 0.09 -0.272
N -1.49 -1.38 -0.15 -0.586
H -2.24 2.44 -0.54 0.295
H -3.20 -1.03 1.02 0.209
H 1.43 1.97 0.50 0.367
H 1.49 -0.84 -0.58 0.246
H 2.19 -0.46 0.86 0.277
H 2.65 0.44 -0.64 0.268
H -1.43 -2.41 0.11 0.411
```

Molecular formula: C5H7NO2
Method: DFT, the ωB97M-V functional and the def2-TZVPD basis

Output
* 2S+1: 1
* highest occupied orbital energy: -9.6 eV
* SMILES string: O/N=C1\C[C@@H]2O[C@@H]2C1
* charge: 0
* relative energy (zero: lowest compared OMol25 entry of this formula, charge and spin): 3.883 eV
* orbital gap: 0.385 hartree

```
15
Properties=species:S:1:pos:R:3:nbo_charge:R:1
C -0.77 0.36 0.15 0.260
C -0.16 -1.03 -0.14 -0.535
C 1.33 -0.93 -0.17 0.030
C 1.63 0.52 -0.05 0.057
C 0.40 1.43 0.02 -0.482
H -3.65 -0.07 0.46 0.487
H -0.72 -1.84 0.36 0.262
H -0.63 -1.30 -1.13 0.245
H 2.12 -1.51 -0.70 0.214
H 2.64 0.76 -0.63 0.199
H 0.29 2.05 -0.85 0.240
H 0.38 1.85 1.03 0.251
N -2.00 0.62 0.23 -0.167
O -2.72 -0.53 0.33 -0.563
O 1.84 -0.39 1.08 -0.498
```

Molecular formula: C3H2O2S3
Method: DFT, the ωB97M-V functional and the def2-TZVPD basis

Output
* 2S+1: 1
* highest occupied orbital energy: -9.3 eV
* SMILES string: O=C1SCOC(=S)S1
* charge: 0
* relative energy (zero: lowest compared OMol25 entry of this formula, charge and spin): 0.945 eV
* orbital gap: 0.324 hartree

```
10
Properties=species:S:1:pos:R:3:nbo_charge:R:1
C 1.14 -0.34 -0.16 -0.046
C -0.04 0.68 1.63 -0.291
C -1.52 0.07 -0.39 0.151
H -0.11 -0.34 1.82 0.214
H 0.29 1.27 2.60 0.258
O 1.04 0.77 0.60 -0.504
O -2.35 0.08 -1.38 -0.518
S 2.58 -0.76 -0.74 0.043
S -1.46 1.33 0.90 0.341
S -0.32 -1.21 -0.45 0.352
```

Molecular formula: C4H2NO2S2
Method: DFT, the ωB97M-V functional and the def2-TZVPD basis

Output
* 2S+1: 1
* highest occupied orbital energy: -3.2 eV
* SMILES string: O=C1O/C1=C/C(=S)N[S-]
* charge: -1
* relative energy (zero: lowest compared OMol25 entry of this formula, charge and spin): 1.949 eV
* orbital gap: 0.240 hartree

```
11
Properties=species:S:1:pos:R:3:nbo_charge:R:1
C -0.01 -0.02 0.67 -0.262
C -1.15 -0.53 0.20 0.159
C 1.15 0.09 -0.20 0.067
C -2.13 -1.10 -0.63 0.773
N 1.82 1.19 -0.04 -0.624
O -2.66 -1.66 -1.55 -0.524
O -2.50 -0.75 0.71 -0.504
S 1.67 -1.12 -1.21 -0.351
S 1.10 2.51 0.62 -0.382
H 0.01 0.20 1.78 0.261
H 2.71 1.20 -0.36 0.389
```